50
Properties=species:S:1:pos:R:3:mulliken_charge:R:1 method="wB97M-V/def2-TZVPD" de_lowest_ev=5.9463 max_force_ev_per_a=5.4 homo_ev=-7.0 e_tot_ha=-1070.8727 smiles="CCN1C(=O)N(C(=O)N[C@@H]2C[C@H]3CC[C@@H](C2)N3C)[C@H]2C=CC=C[C@H]21" gap_ha=0.258
C -4.26 0.58 0.63 -0.86
C -3.91 2.13 0.68 -0.69
N -2.70 2.43 -0.08 0.07
C -1.48 2.08 0.41 0.49
O -1.28 1.93 1.63 -0.73
N -0.63 1.54 -0.63 0.18
C 0.64 0.93 -0.44 0.43
O 1.16 0.43 -1.51 -0.71
N 1.24 0.86 0.85 -0.12
C 2.48 0.08 1.07 0.25
C 2.33 -0.76 2.40 -1.08
C 3.72 -1.40 2.60 0.02
C 4.64 -1.94 1.40 -0.90
C 5.41 -0.75 0.84 -0.83
C 5.05 0.40 1.82 -0.11
C 3.66 1.02 1.31 -1.39
N 4.42 -0.19 2.97 -0.06
C 4.31 0.53 4.27 -0.98
C -1.45 1.54 -1.94 0.01
C -1.87 0.11 -2.35 -0.63
C -3.06 -0.14 -2.93 -0.50
C -4.10 0.88 -2.86 -0.32
C -3.84 2.12 -2.23 -0.93
C -2.63 2.48 -1.52 0.11
H -3.50 -0.06 0.09 0.23
H -5.25 0.43 0.12 0.25
H -4.44 0.23 1.69 0.32
H -3.92 2.41 1.75 0.36
H -4.62 2.81 0.22 0.46
H 0.66 1.17 1.63 0.39
H 2.72 -0.56 0.17 0.22
H 1.56 -1.52 2.22 0.41
H 2.05 -0.19 3.27 0.39
H 3.64 -2.16 3.41 0.34
H 4.21 -2.63 0.66 0.30
H 5.47 -2.53 1.75 0.42
H 5.04 -0.66 -0.20 0.25
H 6.43 -0.97 0.79 0.42
H 5.87 1.10 2.01 0.56
H 3.31 1.83 2.01 0.31
H 3.98 1.58 0.49 0.47
H 3.91 -0.21 4.98 0.29
H 3.56 1.34 4.19 0.29
H 5.38 0.79 4.59 0.33
H -0.92 2.06 -2.81 0.30
H -1.31 -0.75 -2.12 0.42
H -3.19 -1.07 -3.53 0.39
H -5.13 0.68 -3.23 0.37
H -4.51 2.89 -2.38 0.57
H -2.38 3.55 -1.71 0.20


50
Properties=species:S:1:pos:R:3:mulliken_charge:R:1 method="wB97M-V/def2-TZVPD" de_lowest_ev=4.1579 max_force_ev_per_a=3.2 homo_ev=-8.2 e_tot_ha=-1070.9384 smiles=Cc1cc(N)nc(C[C@H]2CNC[C@H]2OCCNCc2ccco2)c1 gap_ha=0.330
C 1.57 3.64 4.92 -1.44
C 1.94 3.36 3.51 0.87
C 2.90 4.10 2.84 -0.66
C 3.12 3.76 1.54 0.54
N 3.96 4.47 0.74 -0.50
N 2.59 2.77 0.86 -0.38
C 1.74 1.99 1.56 0.37
C 1.10 0.80 0.89 -0.80
C 1.92 0.24 -0.28 0.35
C 3.27 -0.36 0.15 -0.96
N 3.04 -1.79 0.32 -0.42
C 1.63 -2.18 -0.03 -0.82
C 1.17 -1.00 -0.89 -0.13
O -0.26 -0.90 -0.92 -0.31
C -0.80 0.10 -1.81 -0.49
C -2.34 0.09 -1.75 -0.76
N -2.79 -1.30 -2.02 -0.27
C -4.21 -1.68 -1.86 -0.86
C -4.57 -3.02 -2.52 0.44
C -4.42 -4.23 -1.88 -0.32
C -4.85 -5.27 -2.79 -0.41
C -5.23 -4.60 -3.93 -0.37
O -5.01 -3.22 -3.81 -0.37
C 1.40 2.26 2.87 -0.98
H 0.57 3.22 5.17 0.35
H 1.50 4.74 5.08 0.37
H 2.29 3.17 5.60 0.28
H 3.43 4.93 3.28 0.35
H 4.22 4.08 -0.15 0.24
H 4.69 5.05 1.21 0.23
H 0.92 0.02 1.61 0.31
H 0.15 1.15 0.53 0.26
H 2.05 1.01 -1.07 0.37
H 4.01 -0.19 -0.63 0.26
H 3.71 0.13 1.07 0.31
H 3.27 -2.08 1.26 0.30
H 1.58 -3.13 -0.58 0.37
H 1.01 -2.29 0.86 0.27
H 1.54 -1.15 -1.93 0.47
H -0.46 1.09 -1.53 0.41
H -0.43 -0.09 -2.82 0.41
H -2.64 0.40 -0.76 0.33
H -2.78 0.79 -2.49 0.36
H -2.18 -1.93 -1.52 0.22
H -4.81 -0.88 -2.29 0.39
H -4.48 -1.76 -0.78 0.34
H -4.15 -4.35 -0.82 0.39
H -4.89 -6.36 -2.62 0.36
H -5.71 -5.13 -4.76 0.40
H 0.74 1.53 3.36 0.35


67
Properties=species:S:1:pos:R:3:mulliken_charge:R:1 method="wB97M-V/def2-TZVPD" max_force_ev_per_a=5.5 homo_ev=-3.9 e_tot_ha=-40792.0846 charge=-1 gap_ha=0.185
O 2.07 1.23 1.87 -0.52
C 3.09 0.55 1.56 0.26
C 2.89 -1.06 1.49 -0.45
C 1.60 -1.50 0.63 -0.14
P 2.01 -2.23 -1.10 -0.18
C 0.18 -2.02 -1.66 -0.76
C -0.12 -0.66 -2.45 0.18
C -1.40 0.15 -1.82 -0.74
C -0.97 1.42 -0.94 -0.07
S -2.55 2.04 -0.11 0.97
O -2.32 3.38 0.54 -0.54
O -3.63 2.09 -1.19 -0.58
Cl -3.24 0.59 1.26 -0.10
N 4.41 1.22 1.26 -0.42
C 4.47 1.18 -0.25 0.41
C 3.27 1.86 -0.98 -0.27
C 3.22 1.83 -2.54 -0.15
C 4.39 1.13 -3.31 -0.37
C 5.57 0.45 -2.54 -0.53
C 5.64 0.47 -0.97 -0.60
H 2.67 -1.37 2.58 0.33
H 3.86 -1.60 1.14 0.32
H 0.84 -0.65 0.48 -0.20
H 1.09 -2.34 1.23 0.08
H 2.40 -0.90 -1.53 -0.53
H 3.38 -2.55 -0.74 0.15
H 1.66 -3.60 -0.69 0.05
H 2.31 -2.76 -2.44 0.20
H -0.09 -2.90 -2.37 0.35
H -0.54 -2.13 -0.76 -0.01
H -0.47 -0.96 -3.51 0.36
H 0.78 0.03 -2.60 -0.24
H -2.01 0.57 -2.71 0.35
H -2.08 -0.51 -1.19 0.30
H -0.19 1.20 -0.13 -0.08
H -0.60 2.32 -1.56 0.36
H 5.17 0.57 1.55 0.41
H 2.41 2.39 -0.41 0.35
H 2.32 2.30 -3.02 0.37
H 4.35 1.12 -4.45 0.31
H 6.43 -0.09 -3.08 0.27
H 6.50 -0.02 -0.39 0.21
C -2.29 -4.53 1.81 -0.44
Br -3.05 -2.75 1.87 0.05
Br -1.26 -4.82 0.19 0.01
Br -1.25 -4.93 3.40 0.04
H -3.12 -5.23 1.78 0.35
C -7.26 2.78 -0.65 -0.04
Br -8.25 2.37 -2.27 -0.06
Br -7.82 4.47 0.12 -0.02
Br -7.36 1.33 0.64 0.00
H -6.22 2.89 -0.94 0.14
C -1.79 -6.78 7.18 -0.29
Br -0.14 -5.89 6.66 -0.05
Br -2.82 -5.71 8.43 -0.02
Br -2.84 -7.31 5.64 -0.02
H -1.50 -7.69 7.70 0.34
C 3.05 5.27 -5.10 -0.41
Br 1.34 5.93 -4.46 -0.04
Br 4.51 6.42 -4.56 -0.04
Br 3.35 3.43 -4.57 0.12
H 3.01 5.29 -6.19 0.34
C -5.42 3.04 3.71 0.08
Br -7.09 3.78 4.34 -0.05
Br -3.90 4.14 4.20 -0.01
Br -5.18 1.20 4.29 -0.02
H -5.46 3.03 2.62 -0.04


57
Properties=species:S:1:pos:R:3:mulliken_charge:R:1 method="wB97M-V/def2-TZVPD" de_lowest_ev=0.0000 max_force_ev_per_a=0.6 homo_ev=-11.1 e_tot_ha=-6990.5443 charge=+1 gap_ha=0.257
Pt -0.22 0.27 -0.49 1.65
O -2.28 -2.53 0.86 -0.61
C -1.59 -1.58 1.05 -0.30
O -0.37 -1.44 0.47 -0.27
C -1.93 -0.50 2.07 -0.12
C -0.71 0.27 2.59 -0.12
C -1.05 1.01 3.87 -0.95
C -1.93 2.16 3.34 -1.00
C -1.94 1.88 1.85 -0.28
O -0.60 1.35 1.61 -0.57
C -2.81 0.65 1.49 0.30
C -3.02 0.74 -0.02 -0.41
O -3.94 1.38 -0.45 -0.59
O -2.15 0.16 -0.86 -0.54
H -2.45 -1.03 2.87 0.72
H 0.21 -0.31 2.61 0.53
H -0.14 1.39 4.35 0.33
H -1.56 0.36 4.58 0.41
H -1.49 3.14 3.55 0.35
H -2.94 2.16 3.75 0.41
H -2.11 2.75 1.22 0.63
H -3.79 0.71 1.95 0.71
Br 2.43 1.52 -2.76 -0.03
C 1.09 2.63 -2.06 0.37
C 1.25 3.99 -2.28 -0.66
C 0.23 4.86 -1.96 -0.37
C -0.96 4.33 -1.48 -1.12
C -1.04 2.97 -1.28 -0.19
N -0.02 2.12 -1.50 0.19
H 2.17 4.34 -2.73 0.44
H 0.34 5.92 -2.13 0.44
H -1.82 4.95 -1.27 0.50
H -1.98 2.52 -0.98 0.99
C 3.60 0.59 1.93 -1.17
S 2.62 -0.44 0.87 0.71
C 3.86 -0.90 -0.32 -1.05
O 1.73 0.61 0.17 -0.64
H 4.44 0.00 2.30 0.48
H 2.98 0.91 2.76 0.32
H 3.95 1.44 1.35 0.33
H 4.47 -1.69 0.12 0.47
H 4.47 -0.03 -0.59 0.41
H 3.34 -1.28 -1.19 0.19
C 1.35 -3.76 -0.75 -0.85
Si 0.07 -3.36 -2.04 0.85
C -1.60 -4.07 -1.67 -1.12
C 0.66 -3.85 -3.74 -1.26
Se -0.10 -1.07 -2.52 -0.34
H 1.15 -4.75 -0.34 0.41
H 1.32 -3.06 0.08 0.01
H 2.35 -3.79 -1.19 0.33
H -1.72 -5.01 -2.22 0.41
H -2.40 -3.40 -1.98 0.32
H -1.74 -4.27 -0.61 0.31
H 0.87 -4.93 -3.73 0.37
H 1.57 -3.33 -4.04 0.33
H -0.10 -3.67 -4.50 0.35


Repeat the third record exactly.
67
Properties=species:S:1:pos:R:3:mulliken_charge:R:1 method="wB97M-V/def2-TZVPD" max_force_ev_per_a=5.5 homo_ev=-3.9 e_tot_ha=-40792.0846 charge=-1 gap_ha=0.185
O 2.07 1.23 1.87 -0.52
C 3.09 0.55 1.56 0.26
C 2.89 -1.06 1.49 -0.45
C 1.60 -1.50 0.63 -0.14
P 2.01 -2.23 -1.10 -0.18
C 0.18 -2.02 -1.66 -0.76
C -0.12 -0.66 -2.45 0.18
C -1.40 0.15 -1.82 -0.74
C -0.97 1.42 -0.94 -0.07
S -2.55 2.04 -0.11 0.97
O -2.32 3.38 0.54 -0.54
O -3.63 2.09 -1.19 -0.58
Cl -3.24 0.59 1.26 -0.10
N 4.41 1.22 1.26 -0.42
C 4.47 1.18 -0.25 0.41
C 3.27 1.86 -0.98 -0.27
C 3.22 1.83 -2.54 -0.15
C 4.39 1.13 -3.31 -0.37
C 5.57 0.45 -2.54 -0.53
C 5.64 0.47 -0.97 -0.60
H 2.67 -1.37 2.58 0.33
H 3.86 -1.60 1.14 0.32
H 0.84 -0.65 0.48 -0.20
H 1.09 -2.34 1.23 0.08
H 2.40 -0.90 -1.53 -0.53
H 3.38 -2.55 -0.74 0.15
H 1.66 -3.60 -0.69 0.05
H 2.31 -2.76 -2.44 0.20
H -0.09 -2.90 -2.37 0.35
H -0.54 -2.13 -0.76 -0.01
H -0.47 -0.96 -3.51 0.36
H 0.78 0.03 -2.60 -0.24
H -2.01 0.57 -2.71 0.35
H -2.08 -0.51 -1.19 0.30
H -0.19 1.20 -0.13 -0.08
H -0.60 2.32 -1.56 0.36
H 5.17 0.57 1.55 0.41
H 2.41 2.39 -0.41 0.35
H 2.32 2.30 -3.02 0.37
H 4.35 1.12 -4.45 0.31
H 6.43 -0.09 -3.08 0.27
H 6.50 -0.02 -0.39 0.21
C -2.29 -4.53 1.81 -0.44
Br -3.05 -2.75 1.87 0.05
Br -1.26 -4.82 0.19 0.01
Br -1.25 -4.93 3.40 0.04
H -3.12 -5.23 1.78 0.35
C -7.26 2.78 -0.65 -0.04
Br -8.25 2.37 -2.27 -0.06
Br -7.82 4.47 0.12 -0.02
Br -7.36 1.33 0.64 0.00
H -6.22 2.89 -0.94 0.14
C -1.79 -6.78 7.18 -0.29
Br -0.14 -5.89 6.66 -0.05
Br -2.82 -5.71 8.43 -0.02
Br -2.84 -7.31 5.64 -0.02
H -1.50 -7.69 7.70 0.34
C 3.05 5.27 -5.10 -0.41
Br 1.34 5.93 -4.46 -0.04
Br 4.51 6.42 -4.56 -0.04
Br 3.35 3.43 -4.57 0.12
H 3.01 5.29 -6.19 0.34
C -5.42 3.04 3.71 0.08
Br -7.09 3.78 4.34 -0.05
Br -3.90 4.14 4.20 -0.01
Br -5.18 1.20 4.29 -0.02
H -5.46 3.03 2.62 -0.04